Entry 1:
A molecular structure, C48H53BrFN6O5SYb at a distorted geometry. Source: the Open Molecules 2025 dataset; level of theory: ωB97M-V/def2-TZVPD.

Each line ends with the Löwdin spin population.
Atoms and positions in Å:
Yb1 1.420629 -0.841943 0.619184  0.993
C1 -1.458456 -3.210032 0.762895  0.000
C2 -1.249822 -2.453344 2.057088  0.000
C3 -0.177839 -2.705599 2.915275  0.000
C4 0.691290 -3.937794 2.858679  0.000
C5 0.131740 -1.698561 3.959659  0.000
C6 1.424847 -1.849987 4.762491  0.000
C7 -0.770605 -0.655982 4.226034  0.000
C8 -0.613738 0.283338 5.390372  0.000
C9 -1.894506 -0.492677 3.389488  0.000
C10 -2.800037 0.757505 3.484190  0.000
C11 -2.200817 -1.425828 2.351664  0.000
C12 -3.478489 -1.263883 1.550701  0.000
H1 -2.356777 -3.854583 0.768839  0.000
H2 -0.647061 -3.867092 0.507470  0.000
H3 -1.488088 -2.451633 -0.011004  0.000
H4 0.622386 -4.440948 3.843933  0.000
H5 1.754929 -3.743434 2.664599  0.000
H6 0.322084 -4.571189 2.087688  0.000
H7 1.550711 -1.031671 5.435360  0.000
H8 2.291117 -1.843926 4.084219  0.000
H9 1.341108 -2.747705 5.364010  0.000
H10 -1.532855 0.305570 5.948580  0.000
H11 -0.369582 1.290507 5.051795  0.000
H12 0.125690 -0.077600 6.118889  0.000
H13 -3.852453 0.508381 3.734292  0.000
H14 -2.785403 1.316614 2.557473  0.000
H15 -2.460973 1.428146 4.276905  0.000
H16 -3.710959 -2.247793 1.118293  0.000
H17 -3.426322 -0.557252 0.716322  0.000
H18 -4.326490 -1.037862 2.190352  0.000
O1 4.197662 -4.050888 2.003661  0.001
C13 5.335769 -3.359813 2.312544  0.000
C14 6.378319 -4.142796 2.867395  0.000
C15 7.557691 -3.506171 3.112589  0.000
C16 7.743875 -2.147177 2.833977  0.000
C17 6.700676 -1.392504 2.376104  0.000
C18 5.499220 -2.022572 1.998559  0.000
C19 4.319318 -1.259401 1.430499  0.000
O2 3.164589 -2.020373 1.504147  0.004
N1 4.229621 -0.057671 2.116096  0.000
N2 3.009782 0.536524 2.194805  0.000
C20 3.012547 1.704548 2.842101  0.001
C21 1.865895 2.555590 2.855369  0.000
Br1 0.225095 1.909368 1.994953  0.000
C22 1.907060 3.866185 3.259603  0.000
C23 3.136239 4.497902 3.837028  0.000
C24 4.404883 4.511945 3.187306  0.000
C25 5.545343 5.048776 3.850534  0.000
C26 5.454329 5.650405 5.080693  0.000
C27 4.216987 5.681946 5.743299  0.000
C28 3.088148 5.116721 5.142983  0.000
H19 3.521995 -3.277732 1.686052  0.000
H20 6.191735 -5.196086 3.163562  0.000
H21 8.398979 -4.132341 3.514865  0.000
H22 8.714816 -1.676030 3.084731  0.000
H23 6.820761 -0.325637 2.314877  0.000
H24 4.517132 -1.169864 0.310015  0.000
H25 5.047637 0.594166 1.879890  0.000
H26 3.915284 2.016585 3.402879  0.000
H27 1.023452 4.515561 3.340690  0.000
H28 4.455267 4.148253 2.158964  0.000
H29 6.469920 5.017099 3.317888  0.000
H30 6.299411 6.142062 5.560637  0.000
H31 4.105226 6.245753 6.691589  0.000
H32 2.149692 5.086768 5.709990  0.000
F1 -5.013238 -1.633140 -2.578072  0.000
C29 -4.158616 -0.674496 -2.930009  0.000
C30 -2.995310 -0.593695 -2.201999  0.000
C31 -1.990566 0.331135 -2.539469  0.000
C32 -0.688747 0.318988 -1.824801  0.000
O3 -0.558931 -0.379596 -0.733903  0.002
C33 0.340753 1.152981 -2.406503  0.000
C34 -0.001211 2.087267 -3.408581  0.000
N3 -1.237056 2.112923 -4.065982  0.000
C35 -1.587175 3.253026 -4.864561  0.000
C36 -1.782581 3.002051 -6.335809  0.000
C37 -0.561229 3.681299 -5.837866  0.000
C38 -2.252101 1.228913 -3.608755  0.000
C39 -3.522547 1.195004 -4.270096  0.000
C40 -4.485571 0.219368 -3.998398  0.000
N4 -5.737139 0.182752 -4.687307  0.000
C41 -5.567251 0.189191 -6.150358  0.000
C42 -6.754848 0.715433 -6.954440  0.000
N5 -8.002910 0.722160 -6.133602  0.000
C43 -8.108283 -0.416646 -5.115110  0.000
C44 -6.945341 -0.445630 -4.153084  0.000
C45 1.825914 0.851570 -2.137188  0.000
O4 2.578254 0.940772 -3.135494  0.000
O5 2.219865 0.442086 -0.985990  0.000
H33 -2.825166 -1.390857 -1.449238  0.000
H34 0.738863 2.774413 -3.781337  0.000
H35 -2.184593 4.053546 -4.427220  0.000
H36 -2.490783 3.546743 -6.913950  0.000
H37 -1.541922 1.994979 -6.615371  0.000
H38 -0.464723 4.745643 -6.000324  0.000
H39 0.369316 3.150254 -5.894813  0.000
H40 -3.806143 2.011823 -4.884714  0.000
H41 -5.308099 -0.802554 -6.454415  0.000
H42 -4.683961 0.768051 -6.416271  0.000
H43 -6.899407 0.071240 -7.823611  0.000
H44 -6.579910 1.743238 -7.266850  0.000
H45 -8.775490 0.609486 -6.780389  0.000
H46 -8.184837 1.692725 -5.635613  0.000
H47 -8.093582 -1.349651 -5.705223  0.000
H48 -9.060072 -0.394162 -4.607701  0.000
H49 -6.824868 -1.507552 -3.932168  0.000
H50 -7.194538 -0.004936 -3.185070  0.000
S1 2.485531 -3.511717 -3.383703  0.000
C46 1.925461 -4.614880 -2.106807  0.000
C47 1.668065 -3.938692 -0.978060  0.000
N6 1.943529 -2.587979 -1.029614  -0.001
C48 2.403163 -2.248611 -2.236713  0.000
H51 1.635016 -5.607370 -2.370840  0.000
H52 1.298923 -4.422803 -0.037541  0.000
H53 2.736478 -1.254937 -2.491682  0.000

Forces on atoms 1 to 2 (eV/Å):
Yb 0.9766 0.1026 -0.0910
C -0.3884 -0.4181 0.4702

Energy relative to the best compared isomer or geometry (same formula, charge and spin): 1.150 eV
E_HOMO (spin up / spin down): -10.49 / -10.49 eV
Net charge: +2
F_max: 4.11 eV Å⁻¹
Lowest unoccupied orbital energy (spin up / spin down): -5.09 / -5.09 eV
<S²>: 0.751
Orbital gap (spin up / spin down): 5.403 / 5.400 eV
Spin multiplicity: 2

***

Entry 2:
A molecular structure, C22H24N4O2SiTl. Source: the Open Molecules 2025 dataset; level of theory: ωB97M-V/def2-TZVPD.

Each line ends with the natural charge from an NBO analysis.
Atoms and positions in Å:
Tl1 0.536052 -0.289850 -0.707274  0.882
O1 4.832931 0.887218 3.099386  -0.661
C1 4.279813 2.101228 2.886892  0.437
C2 4.975893 3.272698 3.172096  -0.322
C3 4.401356 4.508112 2.947037  -0.134
C4 3.108110 4.606162 2.445566  -0.251
C5 2.410545 3.454201 2.160613  -0.116
C6 2.978855 2.189669 2.359311  -0.268
C7 2.174004 1.038534 1.929593  0.626
O2 1.057041 1.186861 1.415180  -0.681
N1 2.729588 -0.207480 2.106295  -0.168
N2 2.194327 -1.298412 1.758705  -0.070
C8 2.440479 -2.506573 2.081740  0.022
C9 1.675190 -3.630034 1.539668  0.125
C10 1.995602 -4.930169 1.923486  -0.212
C11 1.234874 -5.980917 1.441572  -0.151
C12 0.176331 -5.710671 0.589242  -0.234
C13 -0.068398 -4.389934 0.250409  0.049
N3 0.654430 -3.375123 0.710417  -0.438
H1 5.730138 0.982913 3.436819  0.492
H2 5.983045 3.208750 3.568122  0.218
H3 4.967370 5.405443 3.157868  0.228
H4 2.657959 5.572607 2.269642  0.228
H5 1.403829 3.486674 1.769237  0.237
H6 3.219123 -2.730216 2.806764  0.212
H7 2.827150 -5.113485 2.590619  0.228
H8 1.458349 -6.999341 1.728062  0.234
H9 -0.445103 -6.502463 0.197085  0.235
H10 -0.885064 -4.128331 -0.414856  0.198
C14 -2.274661 -0.620648 0.793742  -1.141
Si1 -3.203130 0.066406 -0.703274  1.746
C15 -4.470748 -1.224813 -1.255276  -1.112
C16 -4.057054 1.665904 -0.186274  -1.116
N4 -1.964338 0.333202 -1.897267  -0.877
C17 -1.984249 0.847047 -3.116065  0.141
C18 -0.768352 0.988900 -3.857884  -0.165
C19 -0.749496 1.540231 -5.113134  -0.218
C20 -1.937581 1.971855 -5.708161  -0.128
C21 -3.147493 1.821789 -5.027103  -0.231
C22 -3.183854 1.279570 -3.767568  -0.134
H11 -2.972877 -0.854918 1.599416  0.261
H12 -1.564689 0.109890 1.195929  0.239
H13 -1.740526 -1.546935 0.560374  0.230
H14 -5.307800 -1.225312 -0.555266  0.249
H15 -4.035464 -2.225167 -1.256935  0.240
H16 -4.866204 -1.027973 -2.252152  0.241
H17 -4.881714 1.436823 0.490510  0.250
H18 -4.461062 2.222773 -1.032205  0.241
H19 -3.360521 2.319179 0.341336  0.245
H20 0.152822 0.663281 -3.395401  0.195
H21 0.188709 1.642822 -5.641776  0.230
H22 -1.920182 2.417740 -6.692665  0.228
H23 -4.070708 2.128039 -5.501171  0.231
H24 -4.122649 1.162247 -3.241024  0.210

Forces on atoms 1 to 2 (eV/Å):
Tl -0.0496 -0.1791 0.0590
O 0.0050 -0.1425 0.0306

Energy relative to the best compared isomer or geometry (same formula, charge and spin): 0.744 eV
E_HOMO (spin up / spin down): -11.20 / -10.94 eV
Net charge: +1
F_max: 0.96 eV Å⁻¹
Lowest unoccupied orbital energy (spin up / spin down): -4.37 / -4.50 eV
Orbital gap (spin up / spin down): 6.827 / 6.439 eV

***

Entry 3:
A molecular structure, C43H48F3IrN2O6SbSi at a distorted geometry. Source: the Open Molecules 2025 dataset; level of theory: ωB97M-V/def2-TZVPD.

Each line ends with the Mulliken charge.
Atoms and positions in Å:
Ir1 1.055284 -0.119870 -1.126861  2.936
O1 0.043073 1.726638 0.385077  0.172
C1 -0.615080 2.733001 -0.376475  3.556
C2 -0.296137 2.477162 -1.872413  -0.476
O2 -0.878804 3.053092 -2.748946  -0.672
O3 0.764902 1.692114 -2.097504  -0.785
C3 0.115789 4.058909 -0.129059  -0.730
C4 -0.557205 5.271878 -0.152895  -0.476
C5 0.140858 6.461566 0.014827  -0.916
C6 1.515775 6.450068 0.194079  -0.625
C7 2.195732 5.238950 0.205315  -0.830
C8 1.498135 4.052098 0.039253  0.121
C9 -2.086884 2.814749 -0.013311  -0.702
C10 -2.370276 2.896311 1.353371  0.184
C11 -3.671074 3.044653 1.805429  -0.949
C12 -4.711359 3.125720 0.889893  -0.579
C13 -4.438717 3.035664 -0.465264  -1.035
C14 -3.136303 2.867604 -0.922060  -0.102
H1 -0.604401 1.067737 0.667663  -0.960
H2 -1.628179 5.290143 -0.309082  0.513
H3 -0.393265 7.402708 -0.006597  0.444
H4 2.057962 7.380523 0.302595  0.404
H5 3.273021 5.227825 0.323126  0.431
H6 2.021297 3.103266 0.011520  -0.145
H7 -1.553707 2.877828 2.067345  0.398
H8 -3.866435 3.122727 2.867643  0.434
H9 -5.729646 3.258753 1.232659  0.444
H10 -5.244481 3.109726 -1.184813  0.458
H11 -2.941166 2.802522 -1.981398  0.556
C15 4.235236 -1.874631 1.464206  -0.941
C16 3.063477 -1.632496 0.492342  -0.021
N1 2.705050 -0.196034 0.490958  0.418
C17 3.902547 0.617584 0.225779  -0.199
C18 4.889956 0.493039 1.409806  -1.039
N2 4.413243 -0.630299 2.285367  0.063
C19 3.106330 -0.254030 2.930916  -1.223
C20 2.138505 0.173144 1.814170  0.557
H12 5.171428 -2.062753 0.941363  0.305
H13 4.043252 -2.709142 2.134819  0.411
H14 2.173739 -2.190990 0.774482  -0.168
H15 3.326197 -1.943326 -0.514353  0.401
H16 3.604201 1.654227 0.090626  -0.064
H17 4.355039 0.270225 -0.702046  0.345
H18 4.918507 1.396571 2.014678  0.347
H19 5.899928 0.265322 1.076264  0.391
H20 5.105961 -0.806092 3.010352  0.296
H21 3.293724 0.549319 3.639821  0.375
H22 2.742843 -1.122043 3.478467  0.372
H23 1.963522 1.247680 1.819851  0.655
H24 1.180645 -0.324972 1.910736  -0.778
O4 0.024949 -0.960852 0.385430  2.252
Si1 -1.404328 -1.646064 0.825531  -1.503
C21 -1.609473 -1.423877 2.680128  0.574
C22 -1.187342 -0.243963 3.306726  0.364
C23 -1.398135 -0.024206 4.662064  -1.331
C24 -2.034963 -0.991483 5.427384  -0.669
C25 -2.454751 -2.173031 4.830547  -0.777
C26 -2.245827 -2.384906 3.472381  -0.717
C27 -2.979601 -0.980072 0.050992  1.174
C28 -3.168353 -1.041485 -1.339390  -0.184
C29 -4.394687 -0.730261 -1.909217  -0.802
C30 -5.461191 -0.354799 -1.100649  -0.766
C31 -5.286911 -0.260981 0.270706  -0.869
C32 -4.055425 -0.562364 0.842924  -0.257
C33 -1.475510 -3.474427 0.423585  1.239
C34 -2.689857 -4.169314 0.466089  -0.844
C35 -2.725338 -5.553210 0.356557  -0.730
C36 -1.548727 -6.270763 0.179461  -0.664
C37 -0.339121 -5.599055 0.087112  -0.696
C38 -0.307093 -4.214383 0.203685  -0.341
H25 -0.694277 0.527975 2.720353  0.356
H26 -1.075308 0.903981 5.119176  0.484
H27 -2.205214 -0.825808 6.483346  0.406
H28 -2.951977 -2.931606 5.422301  0.457
H29 -2.586032 -3.312070 3.024833  0.402
H30 -2.355294 -1.345556 -1.985236  0.282
H31 -4.521948 -0.806752 -2.982361  0.448
H32 -6.425481 -0.133428 -1.541938  0.388
H33 -6.113558 0.038905 0.903903  0.441
H34 -3.938702 -0.478989 1.917515  0.414
H35 -3.618860 -3.620565 0.583171  0.396
H36 -3.674680 -6.071265 0.412153  0.446
H37 -1.577951 -7.350215 0.102797  0.386
H38 0.579847 -6.150921 -0.071373  0.438
H39 0.641366 -3.696404 0.113935  -0.128
F1 -0.035804 -3.151612 -4.625231  -0.261
C39 -0.091574 -3.501432 -3.327691  0.527
F2 0.651825 -4.590161 -3.160911  -0.244
F3 -1.352586 -3.787129 -3.021303  -0.182
C40 0.429172 -2.331328 -2.469545  0.509
O5 1.458310 -2.476724 -1.791823  -0.590
O6 -0.222152 -1.250486 -2.535316  -0.889
C41 3.563812 1.898791 -3.515121  -1.316
Sb1 2.546882 0.069582 -3.233861  0.853
C42 4.160943 -1.258943 -3.592708  -1.371
C43 1.493641 0.011766 -5.052796  -1.270
H40 4.173436 1.811974 -4.414329  0.447
H41 4.198515 2.142114 -2.663022  0.381
H42 2.816421 2.680867 -3.637559  0.322
H43 4.366985 -1.251121 -4.662527  0.534
H44 3.907464 -2.270658 -3.278431  0.352
H45 5.045955 -0.917618 -3.054951  0.374
H46 2.094388 0.544309 -5.787559  0.493
H47 0.536881 0.511214 -4.912440  0.325
H48 1.325210 -1.015563 -5.369181  0.363

Forces on atoms 1 to 2 (eV/Å):
Ir 0.5371 -1.7107 -2.4147
O -0.2060 0.7338 0.9980

Energy relative to the best compared isomer or geometry (same formula, charge and spin): 1.577 eV
E_HOMO (spin up / spin down): -10.34 / -10.32 eV
Net charge: +1
F_max: 3.01 eV Å⁻¹
Lowest unoccupied orbital energy (spin up / spin down): -3.22 / -3.22 eV
Orbital gap (spin up / spin down): 7.116 / 7.097 eV

***

Entry 4:
2 unconnected molecules or ions with the total composition C3H7N2OS at a distorted geometry. Source: the Open Molecules 2025 dataset; level of theory: ωB97M-V/def2-TZVPD.

Each line ends with the natural charge from an NBO analysis.
Atoms and positions in Å:
C1 -2.368662 0.144866 1.905649  0.464
C2 0.662817 0.014257 -0.559560  0.569
C3 1.459346 -0.686193 0.426896  -0.691
N1 1.124680 0.118671 -1.831868  -0.716
N2 -0.322483 0.728607 -0.030528  -0.700
O1 -3.055551 -0.591473 2.386592  -0.391
S1 -1.680291 1.422367 -0.727279  0.261
H1 -2.567098 0.853381 0.121994  0.120
H2 2.081508 -0.106664 1.026289  0.278
H3 0.702106 -1.166442 1.063606  0.242
H4 1.995268 -1.563650 0.085155  0.266
H5 1.884935 -0.398545 -2.260865  0.441
H6 0.742449 0.696948 -2.534351  0.424
H7 -0.659023 0.533870 0.928269  0.433

Forces on atoms 1 to 2 (eV/Å):
C 0.1943 -0.3854 0.7769
C 1.4061 1.6791 -1.7927

Energy relative to the best compared isomer or geometry (same formula, charge and spin): 1.624 eV
E_HOMO: -13.71 eV
Net charge: +1
F_max: 3.56 eV Å⁻¹
Lowest unoccupied orbital energy: -3.89 eV
Orbital gap: 9.817 eV